The following is a DFT calculation (ωB97M-V/def2-TZVPD) of a structure of composition C11H12F21O23S9Zn3 in a non-equilibrium geometry.

The electronic energy comes out at -358503.00495 eV. As for the spin multiplicity: 1. The calculation puts the frontier orbital gap at 2.03 eV. The HOMO energy comes out at -7.67 eV. Its total charge is -1.

Last column: Mulliken charge in e.
Element x y z (Å)
Zn (4.56, 1.42, -1.93)  0.825
Zn (-5.15, 0.66, -3.25)  0.623
Zn (-0.56, 4.71, 2.43)  0.903
C (-4.84, -6.48, -2.25)  0.643
F (-3.75, -6.29, -3.06)  -0.223
F (-5.39, -7.70, -2.44)  -0.216
F (-4.50, -6.42, -1.04)  -0.182
S (-6.07, -5.07, -2.72)  1.094
O (-6.44, -5.27, -4.14)  -0.542
O (-7.23, -5.18, -1.79)  -0.515
O (-5.26, -3.80, -2.56)  -0.489
C (-0.22, -2.16, 0.24)  0.573
F (1.07, -2.42, 0.72)  -0.207
F (-0.53, -2.76, -0.90)  -0.187
F (-1.12, -2.52, 1.20)  -0.187
S (-0.42, -0.22, -0.33)  1.049
O (-1.53, -0.09, -1.28)  -0.553
O (-0.55, 0.51, 0.92)  -0.549
O (0.85, 0.13, -0.99)  -0.558
C (-6.76, -2.98, 3.94)  0.649
F (-7.37, -3.37, 5.11)  -0.203
F (-5.62, -2.23, 4.26)  -0.211
F (-6.41, -3.95, 3.24)  -0.157
S (-7.89, -1.76, 3.02)  1.117
O (-8.24, -0.70, 3.96)  -0.485
O (-7.15, -1.22, 1.83)  -0.424
O (-9.13, -2.44, 2.56)  -0.483
C (5.31, 2.19, 4.96)  0.585
F (4.19, 1.58, 5.27)  -0.182
F (5.66, 3.06, 6.01)  -0.214
F (6.36, 1.33, 4.58)  -0.215
S (4.76, 3.29, 3.48)  1.110
O (5.71, 4.37, 3.57)  -0.582
O (4.78, 2.54, 2.23)  -0.535
O (3.35, 3.62, 3.74)  -0.564
C (-1.87, 0.88, 7.56)  0.656
F (-2.86, 0.09, 7.95)  -0.212
F (-0.90, 1.04, 8.46)  -0.206
F (-1.33, 0.31, 6.52)  -0.199
S (-2.78, 2.59, 7.03)  1.082
O (-2.03, 3.05, 5.86)  -0.481
O (-4.12, 2.24, 6.51)  -0.461
O (-2.81, 3.55, 8.16)  -0.539
C (0.54, 6.32, -4.17)  0.627
F (1.19, 5.72, -5.13)  -0.206
F (0.41, 7.59, -4.44)  -0.203
F (-0.60, 5.67, -3.85)  -0.213
S (1.62, 6.17, -2.48)  1.048
O (2.35, 7.48, -2.33)  -0.576
O (0.71, 5.84, -1.39)  -0.539
O (2.51, 5.01, -2.80)  -0.556
C (-6.53, 6.72, -0.33)  0.596
F (-5.78, 7.03, -1.42)  -0.195
F (-6.48, 7.66, 0.61)  -0.195
F (-7.83, 6.63, -0.73)  -0.209
S (-5.93, 5.09, 0.46)  1.103
O (-5.95, 4.08, -0.69)  -0.564
O (-4.50, 5.25, 0.87)  -0.527
O (-6.89, 4.66, 1.52)  -0.529
C (6.98, -4.63, 0.07)  -1.076
S (7.57, -3.44, -1.21)  0.463
O (6.77, -2.24, -0.73)  -0.570
C (9.26, -3.47, -0.50)  -0.961
H (6.91, -4.40, 1.13)  0.372
H (7.54, -5.56, 0.14)  0.390
H (6.08, -5.15, -0.25)  0.357
H (9.86, -4.33, -0.79)  0.365
H (9.26, -3.22, 0.56)  0.309
H (9.90, -2.74, -0.98)  0.344
C (3.34, -3.29, -6.35)  -0.909
S (4.20, -1.65, -6.76)  0.476
O (4.46, -1.07, -5.37)  -0.607
C (5.76, -2.18, -7.53)  -0.838
H (3.85, -3.94, -5.64)  0.312
H (3.06, -3.74, -7.30)  0.343
H (2.48, -3.03, -5.73)  0.307
H (6.41, -1.37, -7.85)  0.322
H (5.54, -2.70, -8.47)  0.334
H (6.16, -2.86, -6.78)  0.257